No. 1
{
  "formula": "C4HNO",
  "method": "the ωB97M-V functional and the def2-TZVPD basis",
  "max_force_ev_per_a": 1.47,
  "smiles": "C#CC(=O)C#N",
  "multiplicity": 1,
  "homo_ev": -11.486,
  "homo_lumo_gap_ha": 0.3748,
  "de_lowest_kcal_mol": 7.3,
  "species": ["C", "C", "C", "O", "C", "N", "H"],
  "coordinates": [[2.01, 0.22, -0.13], [0.83, 0.07, 0.07], [-0.55, -0.41, 0.13], [-0.80, -1.59, 0.11], [-1.73, 0.47, 0.12], [-2.81, 0.89, 0.03], [3.05, 0.36, -0.34]]
}

No. 2
{
  "formula": "C4H6O2",
  "method": "the ωB97M-V functional and the def2-TZVPD basis",
  "max_force_ev_per_a": 2.75,
  "multiplicity": 1,
  "homo_ev": -9.525,
  "homo_lumo_gap_ha": 0.3742,
  "de_lowest_kcal_mol": 77.7,
  "species": ["C", "C", "C", "O", "C", "O", "H", "H", "H", "H", "H", "H"],
  "coordinates": [[-0.96, -0.75, -0.01], [0.20, 0.20, -0.65], [0.72, 1.48, -0.06], [1.54, 2.14, -0.64], [0.15, -1.06, 0.88], [0.33, -0.50, 1.95], [-1.30, -1.44, -0.80], [-1.78, -0.20, 0.47], [-0.78, 0.45, -1.06], [0.82, -0.25, -1.42], [0.26, 1.80, 0.89], [0.78, -1.86, 0.46]]
}

No. 3
{
  "formula": "C7H11NO",
  "method": "the ωB97M-V functional and the def2-TZVPD basis",
  "max_force_ev_per_a": 2.14,
  "multiplicity": 1,
  "homo_ev": [-7.599, -7.482],
  "homo_lumo_gap_ha": [0.2751, 0.2640],
  "de_lowest_kcal_mol": 115.7,
  "species": ["C", "C", "C", "C", "C", "C", "O", "C", "N", "H", "H", "H", "H", "H", "H", "H", "H", "H", "H", "H"],
  "coordinates": [[0.30, -0.56, 0.62], [-0.74, 0.66, -0.72], [-0.56, 0.65, 0.79], [1.49, -0.36, -0.11], [-0.28, -1.92, 0.85], [-0.29, 1.86, -1.52], [1.93, -0.75, 1.74], [-1.78, -0.11, -1.26], [-2.62, -0.77, -1.72], [2.03, 0.13, 2.13], [-0.03, 1.53, 1.15], [-1.46, 0.48, 1.37], [1.85, 0.64, -0.29], [1.98, -1.19, -0.60], [-1.14, -2.09, 0.21], [0.46, -2.70, 0.65], [-0.61, -2.01, 1.89], [0.61, 2.31, -1.11], [-0.09, 1.59, -2.56], [-1.06, 2.64, -1.51]]
}

No. 4
{
  "formula": "C36H42AsBiN2O6S7",
  "method": "the ωB97M-V functional and the def2-TZVPD basis",
  "max_force_ev_per_a": 0.17,
  "charge": -2,
  "multiplicity": 1,
  "homo_ev": -1.777,
  "homo_lumo_gap_ha": 0.1893,
  "de_lowest_kcal_mol": 19.8,
  "species": ["Bi", "O", "C", "C", "C", "C", "C", "C", "C", "O", "N", "N", "C", "C", "C", "C", "C", "C", "C", "O", "H", "H", "H", "H", "H", "H", "H", "H", "H", "H", "O", "S", "C", "C", "C", "C", "S", "O", "C", "C", "C", "C", "C", "C", "C", "C", "C", "C", "C", "C", "H", "H", "H", "H", "H", "H", "H", "H", "H", "H", "H", "H", "H", "H", "H", "H", "H", "H", "S", "As", "S", "S", "S", "C", "C", "C", "S", "O", "C", "C", "C", "H", "H", "H", "H", "H", "H", "H", "H", "H", "H", "H", "H", "H", "H"],
  "coordinates": [[0.17, -0.10, 1.31], [2.52, 4.87, -0.59], [2.91, 4.05, -1.58], [3.75, 4.57, -2.56], [4.20, 3.77, -3.60], [3.81, 2.43, -3.67], [2.97, 1.92, -2.70], [2.49, 2.71, -1.65], [1.55, 2.09, -0.66], [1.05, 0.96, -0.91], [1.32, 2.83, 0.41], [0.42, 2.27, 1.30], [0.02, 3.06, 2.22], [-1.02, 2.82, 3.19], [-1.13, 3.70, 4.27], [-2.14, 3.61, 5.20], [-3.09, 2.60, 5.04], [-3.03, 1.72, 3.98], [-1.99, 1.79, 3.01], [-1.95, 0.97, 2.02], [1.98, 4.30, 0.03], [4.05, 5.61, -2.48], [4.86, 4.19, -4.35], [4.17, 1.79, -4.46], [2.68, 0.88, -2.74], [0.48, 4.05, 2.25], [-0.38, 4.48, 4.37], [-2.19, 4.29, 6.04], [-3.90, 2.49, 5.76], [-3.77, 0.93, 3.87], [2.87, -1.05, -4.16], [2.97, -2.52, -4.39], [1.41, -3.05, -5.17], [0.15, -2.57, -4.47], [-0.20, -1.08, -4.68], [-0.20, -0.22, -3.42], [-1.20, -0.76, -2.01], [-0.57, -2.01, -1.49], [-2.65, -1.29, -2.95], [-2.96, -2.64, -3.00], [-4.08, -3.06, -3.70], [-4.89, -2.13, -4.33], [-4.59, -0.78, -4.27], [-3.47, -0.36, -3.57], [2.75, -3.35, -2.82], [2.81, -4.74, -2.80], [2.70, -5.40, -1.59], [2.58, -4.67, -0.41], [2.55, -3.29, -0.44], [2.63, -2.61, -1.65], [1.47, -4.14, -5.19], [1.48, -2.68, -6.20], [0.23, -2.80, -3.40], [-0.68, -3.18, -4.85], [-1.17, -1.00, -5.18], [0.54, -0.63, -5.35], [-0.49, 0.81, -3.62], [0.79, -0.17, -2.97], [-2.31, -3.34, -2.48], [-4.33, -4.12, -3.74], [-5.77, -2.46, -4.87], [-5.22, -0.05, -4.75], [-3.23, 0.70, -3.50], [2.95, -5.30, -3.72], [2.74, -6.48, -1.56], [2.52, -5.17, 0.55], [2.49, -2.73, 0.49], [2.61, -1.53, -1.69], [2.81, -3.10, 3.50], [2.53, -1.00, 3.59], [0.35, -0.49, 3.82], [2.73, -0.16, 1.52], [3.68, 0.10, 4.96], [-5.77, -0.90, -0.82], [-4.81, -0.14, 0.07], [-4.21, -0.96, 1.21], [-3.12, -2.27, 0.60], [-2.05, -2.46, 1.62], [-4.22, -3.70, 0.80], [-4.44, -4.09, 2.25], [-5.13, -5.44, 2.38], [-6.23, -0.24, -1.56], [-6.57, -1.36, -0.23], [-5.26, -1.69, -1.38], [-5.32, 0.72, 0.52], [-3.99, 0.28, -0.52], [-4.98, -1.37, 1.86], [-3.52, -0.34, 1.79], [-3.71, -4.51, 0.27], [-5.15, -3.48, 0.27], [-5.03, -3.33, 2.77], [-3.46, -4.11, 2.74], [-6.11, -5.44, 1.89], [-5.28, -5.72, 3.42], [-4.54, -6.23, 1.91]]
}

No. 5
{
  "formula": "C24H18MoN3O7",
  "method": "the ωB97M-V functional and the def2-TZVPD basis",
  "max_force_ev_per_a": 1.40,
  "charge": 3,
  "multiplicity": 1,
  "homo_ev": [-17.508, -17.593],
  "homo_lumo_gap_ha": [0.2675, 0.2634],
  "species": ["Mo", "O", "C", "O", "C", "C", "C", "N", "C", "C", "C", "C", "C", "C", "C", "N", "C", "C", "C", "C", "C", "N", "H", "H", "H", "H", "H", "H", "H", "H", "H", "H", "O", "C", "O", "C", "C", "C", "C", "C", "O", "C", "C", "O", "O", "H", "H", "H", "H", "H", "H", "H", "H"],
  "coordinates": [[0.12, 0.27, 0.03], [-3.23, 6.55, 3.99], [-2.45, 5.77, 3.82], [-1.54, 4.96, 3.71], [-1.25, 3.86, 2.78], [-1.76, 3.87, 1.51], [-1.38, 2.79, 0.73], [-0.51, 1.88, 1.19], [-0.16, 1.83, 2.49], [-0.51, 2.86, 3.35], [0.34, 0.50, 2.90], [0.94, 0.22, 4.11], [1.21, -1.11, 4.42], [0.83, -2.10, 3.53], [0.28, -1.75, 2.32], [0.05, -0.47, 1.99], [-1.97, 2.36, -0.55], [-2.80, 3.12, -1.34], [-3.44, 2.52, -2.42], [-3.24, 1.17, -2.64], [-2.35, 0.47, -1.84], [-1.70, 1.06, -0.83], [-2.44, 4.62, 1.14], [-0.25, 2.85, 4.40], [1.21, 1.01, 4.79], [1.70, -1.36, 5.35], [1.00, -3.15, 3.76], [0.02, -2.50, 1.58], [-2.96, 4.17, -1.12], [-4.09, 3.10, -3.06], [-3.76, 0.65, -3.44], [-2.16, -0.58, -2.00], [1.17, -3.06, -1.19], [1.00, -1.95, -1.50], [-0.15, -1.22, -0.95], [1.79, -1.03, -2.42], [0.80, -0.13, -3.19], [1.42, 0.47, -4.43], [2.47, 1.42, -3.82], [2.15, 1.35, -2.33], [0.71, 1.02, -2.27], [2.68, 0.07, -1.69], [2.32, 0.14, -0.23], [2.23, -0.87, 0.48], [1.78, 1.28, 0.29], [2.38, -1.67, -3.07], [-0.18, -0.56, -3.34], [0.67, 1.02, -4.99], [1.84, -0.29, -5.08], [2.38, 2.44, -4.20], [3.50, 1.09, -4.00], [2.34, 2.26, -1.77], [3.75, -0.11, -1.82]]
}